{"formula": "C3H4FN", "method": "wB97M-V/def2-TZVPD", "elements": ["C", "C", "F", "H", "H", "H", "C", "N", "H"], "xyz": [[-0.0415, -1.3676, -0.7293], [-0.6131, -0.5017, 0.0683], [-0.4229, -0.6101, 1.4149], [0.7549, -2.0215, -0.4041], [-0.1474, -1.1005, -1.7711], [-1.5558, 0.0826, -0.1889], [0.7475, 1.8536, 0.5575], [-0.0566, 1.9044, 1.3665], [1.3349, 1.7607, -0.3140]], "homo_energy_ha": -0.3755, "largest_force_ha_per_bohr": 0.058, "smiles": "C=CF.C#N", "relative_energy_kcal_mol": 33.6, "orbital_gap_ev": 11.20}



{"formula": "C4H7NO", "method": "wB97M-V/def2-TZVPD", "elements": ["C", "C", "N", "C", "C", "O", "H", "H", "H", "H", "H", "H", "H"], "xyz": [[2.1202, -0.2380, 0.0447], [0.6508, 0.0635, 0.0730], [0.0763, 1.1871, -0.0842], [-1.3651, 0.9005, -0.1183], [-1.4224, -0.6241, -0.2823], [-0.1351, -1.0522, 0.1858], [2.6597, 0.2345, 0.8700], [2.5430, 0.1521, -0.8936], [2.2866, -1.3165, 0.0808], [-1.8492, 1.2368, 0.8099], [-1.8311, 1.4234, -0.9595], [-1.4714, -0.9213, -1.3423], [-2.2191, -1.1281, 0.2690]], "homo_energy_ha": -0.3466, "largest_force_ha_per_bohr": 0.012, "smiles": "CC1=NCCO1", "relative_energy_kcal_mol": 21.7, "orbital_gap_ev": 10.49}



{"formula": "C2Cl3IS", "method": "wB97M-V/def2-TZVPD", "elements": ["C", "C", "S", "Cl", "Cl", "Cl", "I"], "xyz": [[1.2554, -0.7799, -0.0957], [-0.7948, 0.7171, 0.0069], [0.9641, -2.3163, -0.0772], [-1.3440, 0.7681, 1.6357], [-0.0185, 2.1546, -0.5349], [-1.8970, 0.0246, -1.1182], [2.8655, 0.4567, -0.0840]], "homo_energy_ha": [-0.3058, -0.2942], "largest_force_ha_per_bohr": 0.032, "relative_energy_kcal_mol": 49.2, "orbital_gap_ev": [7.32, 7.15]}